# 1
Here is 2 unconnected molecules or ions with the total composition C6H10O in a non-equilibrium geometry from the Open Molecules 2025 dataset. Energies are from ωB97M-V/def2-TZVPD.

CARTESIAN COORDINATES (ANGSTROEM)
O  -2.71148  1.78367  -0.52534
C  0.88855  0.70813  0.86983
C  -0.44482  -0.73944  -0.71706
C  -0.26480  -0.80312  -2.02917
C  1.43143  -1.66579  0.60277
C  1.07353  0.94181  2.16600
C  0.67039  -0.62765  0.26718
H  -1.01574  -1.22007  -2.69407
H  0.88989  1.55349  0.19351
H  1.31650  -2.64484  0.15780
H  -1.37508  -1.07142  -0.26612
H  2.16226  -1.52928  1.38350
H  -3.47291  1.63081  -1.11422
H  -2.07466  2.11512  -1.18001
H  1.05744  0.10906  2.85833
H  0.65831  -0.49282  -2.50439
H  1.21119  1.95234  2.53146

Forces on atoms 1 to 6 (eV/Å):
O -0.278 0.176 -1.109
C 0.040 0.066 0.431
C 0.493 -1.285 0.021
C -0.149 0.010 -0.209
C -0.262 0.107 0.007
C -0.106 -0.173 -0.362

Summary:
Relative energy (zero: lowest compared OMol25 entry of this formula, charge and spin) ... 43.38 kcal per mole
SMILES string ... C=CC(=C)C=C.O
Charge ... 0
E_HOMO ... -9.07 eV
Lowest unoccupied orbital energy ... 0.8 eV

Here are the natural (NBO) charges for atoms 1 to 5, given in e: -0.93, -0.20, -0.19, -0.39, -0.37

=====

# 2
Here is 3 unconnected molecules or ions with the total composition C22H45IN2O2PS in a non-equilibrium geometry from the Open Molecules 2025 dataset. Energies are from ωB97M-V/def2-TZVPD.

CARTESIAN COORDINATES (ANGSTROEM)
I  -0.52265  6.75893  -5.37455
S  -1.08421  1.79305  -6.52989
P  0.74436  4.69348  -4.86700
O  2.19533  4.23502  -0.27473
O  2.10939  5.21508  -4.12759
N  1.52178  4.18120  -1.37010
N  -1.54490  3.34689  -4.26472
C  0.81958  6.48904  -1.69601
C  0.39099  2.56742  -2.98783
C  2.19173  -2.94466  2.87789
C  -3.78302  -0.11544  0.28614
C  -2.56317  -0.24047  1.19601
C  2.35854  -7.72808  3.30072
C  1.29567  2.77019  -1.74866
C  -2.92790  -3.11216  2.40749
C  -2.36495  -2.81174  1.02146
C  0.81845  1.87295  -0.59074
C  -0.30627  5.20942  0.05108
C  1.12976  -5.12215  2.07598
C  0.81554  -5.69999  3.45624
C  -0.76726  4.68920  -2.36818
C  -1.35850  2.74687  -5.32516
C  2.68795  2.20383  -2.14223
C  -0.29175  3.82409  -3.55333
C  0.31518  5.05130  -1.33904
C  2.34319  -4.19660  2.01834
C  -3.42314  0.05101  -1.18821
C  -1.67066  -1.45524  0.92869
C  1.95076  -6.49358  4.09975
H  1.30557  -2.37646  2.58618
H  2.82293  -5.85247  4.25462
H  3.13429  -8.28508  3.82783
H  3.17582  2.82034  -2.89649
H  -1.63840  -3.58754  0.76625
H  0.39097  5.69017  0.72520
H  -3.16312  -2.88387  0.27754
H  1.82820  6.62281  -1.31693
H  3.31119  2.10352  -1.26315
H  2.43598  4.59163  -3.46360
H  -0.73309  4.28695  0.43605
H  2.49143  -3.88950  0.97948
H  2.10719  -3.19047  3.93747
H  0.73988  6.71278  -2.74889
H  -4.32311  0.18828  -1.78871
H  3.05974  -2.29407  2.76168
H  -1.14152  5.89493  -0.08223
H  2.75648  -7.46100  2.32060
H  2.51151  1.22758  -2.58692
H  -2.90109  -0.82462  -1.57760
H  1.62603  -6.81296  5.09343
H  -1.95291  0.66361  1.09538
H  -1.21472  -1.35942  -0.06183
H  3.24851  -4.73570  2.31011
H  -1.26861  5.58067  -2.72999
H  -2.14179  -3.07071  3.16488
H  -0.06347  -6.34635  3.36742
H  1.50752  -8.39622  3.15422
H  1.27712  -5.94004  1.36479
H  1.70646  1.55530  -0.05445
H  -1.54862  4.10556  -1.87272
H  0.36988  0.95870  -0.97039
H  -3.36489  -4.11134  2.43349
H  0.92853  2.03911  -3.77231
H  0.19523  7.19435  -1.15123
H  0.13224  2.35219  0.09939
H  -0.42195  1.91222  -2.68703
H  -0.84019  -1.43485  1.64223
H  -3.71074  -2.40563  2.68723
H  0.52221  -4.89126  4.13205
H  -2.89975  -0.25880  2.23638
H  -4.36051  0.75667  0.60376
H  -4.44136  -0.97948  0.40922
H  0.24989  -4.57427  1.72335
H  -2.78476  0.92589  -1.33759

Forces on atoms 1 to 6 (eV/Å):
I 0.124 -0.140 0.287
S -0.305 0.177 -0.199
P 0.243 -0.671 -1.044
O 0.559 0.543 -0.564
O -0.363 0.016 0.010
N -1.625 -1.281 1.506

Summary:
2S+1 ... 2
Charge ... 0
E_HOMO (spin up / spin down) ... -8.64 / -8.64 eV
Lowest unoccupied orbital energy (spin up / spin down) ... 0.0 / -0.5 eV

Here are the Mulliken charges for atoms 1 to 5, given in e: -0.11, -0.34, 0.06, -0.67, -0.51

=====

# 3
Here is a molecular structure, C23H25OP2S3SbSe4Ti in a non-equilibrium geometry from the Open Molecules 2025 dataset. Energies are from ωB97M-V/def2-TZVPD.

CARTESIAN COORDINATES (ANGSTROEM)
Sb  0.68774  2.59960  2.47194
Se  -0.62418  4.91715  2.11081
Se  2.86661  3.11252  3.13765
Se  -0.69506  2.61488  4.79204
Se  -1.44888  4.68530  4.21633
Ti  -0.08354  1.08494  0.10336
S  1.65441  -2.40837  -1.34866
S  1.29942  -1.06014  3.02734
S  -1.56823  -3.79604  2.41769
P  -2.19854  2.15286  0.11804
P  2.01600  2.50930  -0.62103
O  -0.19703  -0.59960  0.56350
C  2.97866  4.03808  -0.72032
C  2.54490  -2.01594  3.71182
C  -1.44499  -2.44441  1.37016
C  1.11256  1.64825  -4.55911
C  2.71827  -3.17544  3.02757
C  -3.26617  -3.63585  2.51368
C  0.15838  -2.66274  -0.53395
C  -3.37239  1.96631  -1.26571
C  1.33328  2.03249  -2.21827
C  -0.14445  -3.75295  -2.55812
C  1.77294  2.27704  -3.51498
C  -3.72094  -2.58838  1.77276
C  0.24570  1.18790  -1.94335
C  -0.11561  -2.00548  0.79706
C  1.00635  -2.22032  1.78810
C  -3.21036  1.91198  1.62319
C  -2.66836  -1.90205  1.11148
C  1.83321  -3.29197  1.91703
C  0.05642  0.77298  -4.30840
C  3.14665  1.13715  -0.14633
C  1.11860  -3.27648  -2.72015
C  -0.37427  0.53363  -3.01187
C  -0.70063  -3.39160  -1.30042
H  -3.67016  2.85952  1.91203
H  -1.18863  -0.16140  -2.83837
H  -3.81878  0.97064  -1.26779
H  1.81416  -4.13712  1.24368
H  -3.83894  -4.32006  3.11829
H  2.63385  0.55104  0.62425
H  2.35248  4.83616  -1.11752
H  3.36561  0.49749  -0.99939
H  -4.76403  -2.31611  1.70405
H  -2.85015  2.12827  -2.20679
H  -2.80327  -1.04462  0.46662
H  1.42878  1.82616  -5.57866
H  -2.58756  1.56843  2.45102
H  -1.69285  -3.66671  -0.97280
H  3.83816  3.89118  -1.37535
H  4.06953  1.50188  0.30237
H  1.77616  -3.41177  -3.56380
H  3.45467  -3.91976  3.29076
H  2.60910  2.93659  -3.71372
H  -3.99877  1.17733  1.45534
H  3.32361  4.30689  0.27750
H  -4.16916  2.70555  -1.16942
H  3.08606  -1.66177  4.57414
H  -0.42698  0.27452  -5.13905
H  -0.65933  -4.34693  -3.29829

Forces on atoms 1 to 6 (eV/Å):
Sb -0.007 -0.109 0.143
Se 0.005 0.044 0.025
Se 0.090 0.049 -0.018
Se 0.048 -0.103 -0.052
Se -0.095 0.120 0.039
Ti -0.989 0.211 -0.168

Summary:
2S+1 ... 2
Charge ... +1
E_HOMO (spin up / spin down) ... -10.64 / -10.68 eV
Lowest unoccupied orbital energy (spin up / spin down) ... -4.2 / -5.4 eV

Here are the Mulliken charges for atoms 1 to 5, given in e: 1.14, -0.22, -0.48, -0.27, 0.10

=====

# 4
Here is 2 unconnected molecules or ions with the total composition C9H20NOS in a non-equilibrium geometry from the Open Molecules 2025 dataset. Energies are from ωB97M-V/def2-TZVPD.

CARTESIAN COORDINATES (ANGSTROEM)
S  -2.78017  -0.39346  0.22212
O  -0.47965  1.37655  0.90889
N  0.51719  -0.62754  1.18744
C  -0.37023  0.25556  1.58408
C  -2.56839  -0.59069  -1.51546
C  0.25227  2.66215  -0.99535
C  2.61381  -0.68632  -0.14931
C  -1.04323  0.23017  2.89296
C  0.92052  -2.29124  -0.56963
C  0.51261  0.21059  -0.99725
C  1.14325  -0.86165  -0.16244
C  0.48992  1.48210  -0.15883
H  -0.35813  -0.28467  -1.43585
H  0.69352  2.44738  -1.89778
H  -0.89950  2.84420  -1.20704
H  -1.98002  -1.42957  -1.47886
H  0.85186  -2.96404  0.43289
H  -0.20296  0.57639  3.52976
H  1.20419  0.23547  -1.85330
H  0.71927  -1.40656  1.85516
H  1.43381  1.65444  0.40918
H  -1.84743  1.02714  2.84520
H  2.88253  0.33094  0.22875
H  1.77999  -2.65310  -1.06962
H  -1.98631  0.23866  -1.75463
H  -3.32828  -0.76269  -2.12520
H  -1.36429  -0.67623  3.45683
H  0.69390  3.52482  -0.56452
H  2.92505  -0.67009  -1.18518
H  3.18774  -1.38382  0.36286
H  -0.05139  -2.47763  -0.97434
H  -3.56151  1.06276  0.17847

Forces on atoms 1 to 6 (eV/Å):
S -3.506 3.178 0.915
O -0.225 -0.607 0.552
N 0.360 -1.981 1.701
C 0.778 -0.023 -1.064
C 1.765 1.277 2.668
C -3.887 1.087 0.674

Summary:
Relative energy (zero: lowest compared OMol25 entry of this formula, charge and spin) ... 24.70 kcal per mole
Charge ... +1
E_HOMO ... -12.46 eV
Lowest unoccupied orbital energy ... -2.8 eV

Here are the natural (NBO) charges for atoms 1 to 5, given in e: -0.05, -0.45, -0.57, 0.76, -0.71

=====

# 5
Here is a molecular structure, C51H55BaN5O2SSbSe in a non-equilibrium geometry from the Open Molecules 2025 dataset. Energies are from ωB97M-V/def2-TZVPD.

CARTESIAN COORDINATES (ANGSTROEM)
Ba  1.34440  0.16681  0.10951
Sb  -2.73801  -1.25923  2.87412
Se  -1.15866  -2.15998  -3.92468
S  2.40176  -2.59737  -0.15161
O  1.92446  -1.95215  -1.37375
O  3.77663  -2.27116  0.18796
N  1.21654  -0.80357  2.87318
N  -0.93912  1.91142  -0.58051
N  0.82396  0.86149  -2.65839
N  -1.21636  -0.88920  -0.67465
N  1.38906  -2.21175  1.03703
C  0.31299  -2.99695  -4.78761
C  -2.41873  -0.57209  5.87529
C  -1.43225  1.39306  6.82506
C  -4.52325  -0.29700  2.14359
C  -2.29463  -0.04614  4.59165
C  -5.61493  -1.70670  4.86875
C  3.42133  6.56478  3.87389
C  -5.26865  -0.90503  1.12660
C  -0.05937  2.00951  -2.91618
C  1.62343  -2.54673  -4.61657
C  2.54201  -1.16108  4.84594
C  -4.95809  -2.28752  0.61921
C  -6.33793  -0.20737  0.56931
C  1.24629  6.16358  4.78937
C  1.83108  -1.87847  2.32828
C  -0.41924  2.75548  -1.63475
C  -1.42234  1.77468  3.05866
C  -4.54144  -5.33456  5.00588
C  2.80682  -2.63409  2.98342
C  1.59256  -0.47517  4.10900
C  0.11540  -4.09620  -5.62357
C  -1.69305  1.20652  4.42302
C  1.81787  3.79769  1.94958
C  1.90595  -7.09840  -0.42256
C  1.04818  -4.86722  -0.78032
C  -2.24058  -0.06080  -1.29195
C  2.02140  4.83016  2.91636
C  2.68745  -3.16735  -5.25116
C  1.17719  -4.71908  -6.26121
C  2.47542  -4.26140  -6.08193
C  3.11964  -6.54934  -0.01880
C  -2.93475  -4.14635  3.69489
C  1.70958  -8.58804  -0.46254
C  -2.27104  1.33973  -0.67194
C  -6.67472  1.06453  1.00239
C  2.26158  -4.34812  -0.35750
C  1.67211  2.90858  1.12001
C  2.43576  6.87626  4.80327
C  -3.62141  -2.94958  3.87920
C  -1.28318  1.91546  5.55004
C  3.21956  5.55957  2.94513
C  0.88025  -6.24035  -0.81222
C  3.15888  -2.26353  4.26587
C  -5.94847  1.65737  2.02323
C  -4.88099  0.97388  2.58496
C  -4.79730  -2.94845  4.64377
C  -3.38244  -5.33603  4.24901
C  3.30439  -5.17532  0.01705
C  -5.23490  -4.14915  5.19892
C  -1.99606  0.13679  6.99000
C  1.04261  5.15531  3.86053
H  0.45404  2.72937  -3.55806
H  0.98482  -5.57233  -6.90316
H  4.24693  -4.74116  0.32479
H  -5.86569  -2.78101  0.27120
H  -0.06292  -6.64862  -1.15498
H  -7.50648  1.58754  0.54736
H  -4.25957  -2.25881  -0.22192
H  -2.95403  1.97101  -1.26038
H  -6.24110  -1.48800  4.00114
H  -2.82723  -6.25101  4.08802
H  0.22211  0.04463  -2.49724
H  -0.89274  -4.46254  -5.77252
H  -6.91473  -0.67574  -0.21990
H  -0.88543  -1.59296  -1.34112
H  -2.23764  1.57110  2.36059
H  -1.96486  0.02674  -2.34510
H  -4.90914  -6.25224  5.44773
H  -0.95696  1.69309  -3.46345
H  0.49346  3.19071  -1.22126
H  -3.24565  -0.50112  -1.27608
H  -4.99111  -0.82892  5.03459
H  3.93484  -7.20342  0.26830
H  3.30631  -4.74841  -6.57788
H  0.68129  -8.85695  -0.22138
H  -0.82299  2.88977  5.41892
H  3.26365  -3.47309  2.48191
H  1.26888  0.59197  -3.53028
H  3.90687  -2.82790  4.80936
H  3.69160  -2.79213  -5.08608
H  -2.02626  -4.15292  3.10033
H  -6.26660  -1.83046  5.73414
H  -6.20975  2.64459  2.38235
H  -1.10533  3.57713  -1.90083
H  -1.48220  -1.39861  0.15993
H  -6.14025  -4.15036  5.79537
H  0.25981  -4.20563  -1.12023
H  1.09363  0.39008  4.53508
H  4.35695  7.11112  3.87092
H  -4.32318  1.43691  3.39322
H  -1.28187  2.85433  3.08925
H  0.46557  6.39365  5.50464
H  1.81156  -1.70911  -3.95750
H  -2.69259  1.28500  0.33581
H  -2.10528  -0.29415  7.97708
H  2.59286  7.66613  5.52684
H  -2.85066  -1.55705  6.01222
H  -0.76621  2.34101  0.32011
H  2.37084  -9.09276  0.24174
H  0.10944  4.60558  3.85512
H  -0.50124  1.35367  2.64214
H  1.92505  -8.97969  -1.45920
H  2.78556  -0.82959  5.84524
H  -4.52224  -2.92451  1.38822
H  -1.10005  1.96262  7.68396
H  3.98636  5.31807  2.22133

Forces on atoms 1 to 6 (eV/Å):
Ba -0.625 2.598 -0.348
Sb 0.146 -0.152 -0.106
Se -0.047 0.100 0.148
S 0.266 -0.582 0.870
O -0.133 -0.502 0.416
O -0.038 -0.186 -0.033

Summary:
Relative energy (zero: lowest compared OMol25 entry of this formula, charge and spin) ... 0.00 kcal per mole
Charge ... -1
E_HOMO ... -3.63 eV
Lowest unoccupied orbital energy ... 2.1 eV

Here are the natural (NBO) charges for atoms 1 to 5, given in e: 1.80, 1.12, -0.58, 2.28, -1.00